Record 1
Below is a 2-piece molecular cluster, C4H14N3 overall at a distorted geometry, with properties calculated with ωB97M-V/def2-TZVPD.

The calculation puts the LUMO energy at -3.1 eV. As for the total energy: -8839.5860 eV. For the max |F|, the calculation gives 0.049 Eh/bohr. The net charge is +1.

XYZ file:
```
21
Properties=species:S:1:pos:R:3:forces:R:3
C -0.948778 -0.610903 -1.921252 0.78 1.89 0.35
N -0.755632 0.867217 -1.627764 -0.65 -2.43 -0.16
H 0.607560 -0.319333 2.046207 -0.10 0.11 0.13
H 1.076593 -0.204892 0.372678 0.10 -0.12 -0.06
N -1.532894 0.893171 0.581757 -1.09 -0.34 -0.63
C 1.356711 -0.654900 1.332083 -0.80 0.47 -0.07
N -0.222143 2.601448 -0.305763 -0.84 0.19 1.63
C -0.888012 1.431618 -0.444606 1.94 1.06 -0.98
H -1.003299 -1.110776 -0.960141 -0.48 -0.41 -0.23
H -1.656066 1.452974 1.401929 0.05 0.13 0.36
H -1.757749 -0.691350 -2.635098 -0.31 -0.51 0.31
H 1.603523 -2.604777 2.241543 -0.06 0.08 0.02
H -0.163017 1.260205 -2.329083 0.10 0.93 0.07
H -2.316794 0.283264 0.368323 0.26 0.02 0.16
H -0.008645 -0.884871 -2.392783 -0.11 -0.40 -0.07
H 2.286857 -0.176277 1.629539 0.25 -0.40 0.02
C 1.360508 -2.165725 1.273372 1.05 -0.67 -0.28
H -0.290117 3.051207 0.600328 -0.03 0.04 -0.26
H 0.453415 -2.656451 0.922425 -0.33 0.42 0.10
H 0.663844 2.760976 -0.735758 0.28 -0.14 -0.55
H 2.134132 -2.521825 0.582064 0.00 0.08 0.14
```
Positions in Å, forces in eV/Å.


Record 2
Below is a 2-piece molecular cluster, C4H14N3 overall at a distorted geometry, with properties calculated with ωB97M-V/def2-TZVPD.

The calculation puts the LUMO energy at -5.2 eV. As for the total energy: -8835.1481 eV. For the max |F|, the calculation gives 0.112 Eh/bohr. The net charge is +1.

XYZ file:
```
21
Properties=species:S:1:pos:R:3:forces:R:3
N 0.235354 1.273625 2.191147 3.32 1.24 1.23
H 1.320751 0.216797 -2.678235 -1.64 -0.70 0.75
N 0.349340 0.495784 -0.104918 0.63 -0.19 -0.18
H 0.883243 -1.341145 -1.850544 -0.61 0.92 -0.81
H 0.991070 -1.281420 2.347994 0.01 0.31 0.90
C -0.445091 1.055608 1.028081 -0.50 2.20 -2.08
H 1.847810 -2.398156 1.251383 -0.40 -0.19 0.35
H 1.717342 -0.802449 0.777874 1.02 1.66 -0.41
H -1.335060 0.438127 1.187618 0.10 0.31 0.03
N -0.208002 0.219361 -1.162510 -1.58 2.93 1.99
H -0.343868 -0.577980 -3.034470 1.01 0.04 0.43
C 1.217876 -1.508883 1.342134 -2.34 -3.12 -1.80
C -1.615698 0.525001 -1.394067 -1.38 -4.17 3.71
H -1.848676 -0.301832 -2.026850 -1.31 -0.01 -0.55
H -1.868896 1.434842 -1.757281 -0.04 2.97 -1.47
H 1.269298 1.464449 2.228382 -1.63 0.28 -0.99
C 0.424614 -0.382859 -2.258093 3.28 -1.56 -1.85
H -0.707492 2.113076 0.600973 -0.18 -1.68 0.31
H -2.214414 0.407933 -0.394814 1.09 0.08 -2.08
H 0.193016 -1.729350 0.751129 2.17 0.18 1.46
H 0.137482 0.679470 2.955067 -1.01 -1.48 1.06
```
Positions in Å, forces in eV/Å.


Record 3
Below is C4H14N3 as an isolated structure at a distorted geometry, with properties calculated with ωB97M-V/def2-TZVPD.

The calculation puts the LUMO energy at -2.8 eV. As for the total energy: -8838.8252 eV. For the max |F|, the calculation gives 0.045 Eh/bohr. The net charge is +1.

XYZ file:
```
21
Properties=species:S:1:pos:R:3:forces:R:3
C -0.332754 -1.901113 -0.361741 -0.46 0.05 -1.38
H 1.527176 -2.481166 -0.325390 -0.67 1.23 0.61
H 1.231730 1.816485 -1.003448 0.13 0.02 0.14
N -1.311634 -1.135072 -0.905784 1.32 -1.09 1.56
N 0.946057 -1.609576 -0.320207 0.34 -0.17 0.32
H -0.654175 -2.916543 -0.068329 -0.09 0.53 -0.18
H -1.105193 -0.267463 -1.362076 0.43 0.24 -0.07
H -0.551049 1.193640 0.563348 0.29 1.20 0.31
H -3.243690 -0.553167 -0.381663 0.11 -0.55 0.00
C -2.713475 -1.459769 -0.719380 -0.75 -0.61 -0.04
H -0.376894 3.078066 0.599436 0.06 -1.26 0.34
H 1.439907 -0.513163 0.246011 -0.11 0.27 -0.61
N 2.011708 0.672483 0.634996 0.67 -0.65 -0.61
H -2.778283 -2.265225 0.073059 -0.23 0.95 -1.10
H 0.243139 2.021415 1.917592 0.15 0.14 0.48
H 2.172450 2.716138 0.258777 -0.83 0.04 -0.27
C 1.400880 1.947155 0.066415 0.36 -1.00 1.68
H 2.970231 0.568098 0.301330 -0.07 -0.03 -0.46
H 2.197809 0.789901 1.632449 -0.66 -0.01 0.00
H -3.156695 -1.782563 -1.702201 0.32 0.13 1.10
C 0.082755 2.081438 0.856800 -0.28 0.57 -1.83
```
Positions in Å, forces in eV/Å.


Record 4
Below is C4H14N3 as an isolated structure at a distorted geometry, with properties calculated with ωB97M-V/def2-TZVPD.

The calculation puts the LUMO energy at -2.9 eV. As for the total energy: -8836.6733 eV. For the max |F|, the calculation gives 0.108 Eh/bohr. The net charge is +1.

XYZ file:
```
21
Properties=species:S:1:pos:R:3:forces:R:3
H -0.440182 1.397697 -2.840688 -0.41 2.76 -1.70
H 0.763721 0.106514 3.148783 0.09 -1.00 -2.74
H -0.764069 1.942579 1.554421 -0.73 -2.78 -1.30
C -0.435207 -0.312860 1.257690 2.09 0.52 -1.58
H 1.915725 -1.447846 -1.603011 -0.95 0.59 1.18
C 0.186327 -0.754118 -0.576309 -0.57 -0.32 2.26
H -0.566327 -1.411336 -1.023516 0.06 -0.08 0.34
H -0.083982 -0.250731 -3.142901 0.89 -0.34 -0.25
H 0.788155 1.211987 -1.123442 -0.44 -1.62 0.11
H -0.700070 1.040310 -0.131613 0.17 0.69 -0.36
N 1.550729 -1.196037 -0.649074 0.30 0.24 -0.71
N -1.043663 1.034475 0.985113 2.60 0.87 1.50
H 1.782456 -1.965212 -0.056931 -0.09 -0.49 0.43
H 1.562789 0.505250 1.486850 -0.97 -1.04 0.81
H -1.102889 -0.922576 1.832440 -0.77 -0.68 -0.66
N -0.006219 0.519791 -1.146915 1.38 1.28 -0.64
C 0.861410 -0.258999 1.992528 0.16 5.18 2.07
C -0.549398 0.455480 -2.485850 -0.79 -2.06 0.87
H 1.380809 -1.137459 1.958185 1.09 -2.45 0.13
H -1.998622 0.923486 0.856399 -2.45 0.22 0.44
H -1.554141 0.073902 -2.398713 -0.67 0.49 -0.23
```
Positions in Å, forces in eV/Å.